DFT (the ωB97M-V functional and the def2-TZVPD basis) results for 12 unconnected molecules or ions with the total composition C38H76Br8O14.

CARTESIAN COORDINATES (ANGSTROEM)
1 C -1.40 -1.56 3.80
2 C -1.57 -0.49 4.84
3 O -0.63 0.14 5.31
4 C -2.96 -0.20 5.27
5 H -1.68 -2.54 4.17
6 H -0.40 -1.56 3.35
7 H -2.10 -1.42 2.97
8 H -3.34 -1.01 5.89
9 H -3.64 -0.05 4.43
10 H -2.86 0.72 5.85
11 C -5.27 0.19 -0.61
12 C -5.25 -0.55 0.72
13 O -5.76 -1.65 0.88
14 C -4.73 0.15 1.96
15 H -5.58 -0.52 -1.38
16 H -4.29 0.62 -0.81
17 H -6.02 0.98 -0.57
18 H -3.68 0.38 1.77
19 H -4.86 -0.55 2.79
20 H -5.26 1.07 2.20
21 O 4.70 -2.15 -3.77
22 C 4.58 -1.70 -2.64
23 O 3.62 -1.92 -1.73
24 C 2.62 -2.86 -2.02
25 C 3.04 -4.20 -1.47
26 C 5.50 -0.56 -2.13
27 H 2.46 -2.98 -3.10
28 H 1.71 -2.52 -1.52
29 H 3.10 -4.03 -0.40
30 H 3.92 -4.66 -1.93
31 H 2.16 -4.84 -1.49
32 H 5.96 -0.15 -3.03
33 H 6.28 -1.07 -1.57
34 H 4.94 0.19 -1.58
35 O -4.18 1.77 -2.99
36 C -3.30 1.19 -3.64
37 O -3.36 0.82 -4.94
38 C -4.57 1.03 -5.70
39 C -5.39 -0.24 -5.95
40 C -2.04 0.72 -2.97
41 H -4.29 1.38 -6.69
42 H -5.13 1.88 -5.31
43 H -5.73 -0.72 -5.03
44 H -4.71 -0.94 -6.44
45 H -6.28 0.05 -6.51
46 H -1.51 -0.09 -3.47
47 H -2.34 0.28 -2.01
48 H -1.29 1.50 -2.83
49 O 3.18 -0.87 3.84
50 C 2.62 -1.47 4.77
51 O 2.26 -0.96 5.91
52 C 2.38 0.41 6.27
53 C 3.58 0.67 7.20
54 C 2.21 -2.93 4.73
55 H 1.45 0.71 6.76
56 H 2.48 0.98 5.34
57 H 3.48 0.16 8.15
58 H 3.66 1.74 7.32
59 H 4.46 0.38 6.62
60 H 2.37 -3.28 5.75
61 H 2.74 -3.45 3.94
62 H 1.14 -2.95 4.52
63 O 3.37 3.12 -0.26
64 C 3.24 3.15 -1.49
65 O 2.24 3.45 -2.23
66 C 0.90 3.72 -1.76
67 C -0.07 4.14 -2.90
68 C 4.43 2.90 -2.41
69 H 1.04 4.61 -1.14
70 H 0.60 2.89 -1.12
71 H 0.29 4.96 -3.52
72 H -1.06 4.38 -2.53
73 H -0.23 3.30 -3.58
74 H 4.24 1.91 -2.84
75 H 5.36 2.93 -1.84
76 H 4.41 3.67 -3.18
77 O -4.75 5.91 -0.60
78 C -4.52 5.47 0.51
79 O -3.82 4.47 0.80
80 C -3.20 3.74 -0.28
81 C -2.03 2.91 0.33
82 C -5.13 6.13 1.70
83 H -2.84 4.44 -1.04
84 H -3.97 3.09 -0.69
85 H -1.60 2.15 -0.33
86 H -2.44 2.37 1.18
87 H -1.26 3.61 0.66
88 H -6.13 5.74 1.87
89 H -5.34 7.18 1.48
90 H -4.52 6.02 2.60
91 O 1.18 0.90 -3.51
92 C 1.77 0.45 -4.51
93 O 3.07 0.82 -4.87
94 C 3.72 0.24 -5.97
95 C 5.02 1.06 -6.05
96 C 1.11 -0.67 -5.25
97 H 3.13 0.33 -6.88
98 H 3.93 -0.79 -5.66
99 H 5.64 0.84 -6.91
100 H 5.67 0.97 -5.18
101 H 4.74 2.11 -6.15
102 H 1.32 -1.63 -4.77
103 H 1.36 -0.80 -6.31
104 H 0.03 -0.56 -5.23
105 Br -0.49 -5.10 4.27
106 C 1.11 -5.85 3.39
107 C 0.61 -6.82 2.42
108 Br 2.10 -7.37 1.21
109 H 1.64 -6.29 4.23
110 H 1.69 -5.04 2.93
111 H -0.19 -6.43 1.78
112 H 0.22 -7.69 2.95
113 Br 1.10 -2.74 1.35
114 C 1.55 -0.93 0.80
115 C 0.39 -0.36 -0.12
116 Br -1.50 -0.64 0.43
117 H 2.51 -0.84 0.29
118 H 1.67 -0.34 1.70
119 H 0.52 -0.77 -1.12
120 H 0.48 0.72 -0.13
121 Br 4.32 4.25 4.61
122 C 2.50 3.82 4.24
123 C 2.56 2.66 3.18
124 Br 0.77 2.00 2.52
125 H 2.02 4.65 3.72
126 H 1.98 3.48 5.13
127 H 3.26 1.88 3.47
128 H 3.04 3.06 2.28
129 Br -0.81 -5.86 -0.97
130 C -1.92 -4.75 0.21
131 C -3.26 -5.30 0.70
132 Br -3.00 -7.17 1.24
133 H -2.09 -3.82 -0.32
134 H -1.29 -4.39 1.03
135 H -3.90 -5.31 -0.17
136 H -3.68 -4.78 1.56

Properties
DFT total energy, hartree: -23138.9937
SMILES: CCOC(C)=O.CCOC(C)=O.CCOC(C)=O.CCOC(C)=O.CCOC(C)=O.CCOC(C)=O.CC(C)=O.CC(C)=O.BrCCBr.BrCCBr.BrCCBr.BrCCBr
Largest force on an atom, eV Å⁻¹: 4.9
E_HOMO, eV: -9.655
Gap between HOMO and LUMO, eV: 9.9